# 1
C6H6O | wB97M-V/def2-TZVPD

Computed properties:
- energy above the lowest of the compared OMol25 structures with the same formula, charge and spin (eV) = 6.850
- HOMO-LUMO gap (eV) = 9.20
- electronic energy (eV) = -8359.656
- LUMO (eV) = 0.66

Last column: Löwdin charge in e.
Atoms and positions in Å:
O 0.0553 -0.1829 1.6976  -0.035
C 0.4484 -0.9570 0.2949  -0.160
C -0.7084 -0.8814 -0.6861  -0.157
C -1.2985 0.4514 -0.7315  -0.144
C -1.7604 1.5617 -0.7154  0.138
C 1.4039 0.0449 0.5352  -0.267
C 2.3230 0.8724 0.6509  0.043
H -0.4111 0.6622 1.4754  0.099
H 0.8316 -2.0067 0.3201  0.164
H -1.4487 -1.6229 -0.3582  0.130
H -0.3938 -1.1977 -1.6909  0.134
H -2.1730 2.5455 -0.7281  0.037
H 3.0741 0.7416 -0.1138  0.018

=====

# 2
C6H6O | wB97M-V/def2-TZVPD

Computed properties:
- energy above the lowest of the compared OMol25 structures with the same formula, charge and spin (eV) = 1.182
- HOMO-LUMO gap (eV) = 9.97
- SMILES = O=C1C=C[C@H]2C[C@@H]12
- electronic energy (eV) = -8365.325
- LUMO (eV) = 0.44

Last column: Löwdin charge in e.
Atoms and positions in Å:
C 0.5331 -0.7111 0.5495  -0.382
C -0.6195 -1.2415 -0.2047  -0.008
C -1.0669 -0.3471 -1.1020  -0.016
C -0.3080 0.9431 -1.0086  -0.239
C -0.4330 1.6896 0.2994  -0.032
C 0.7223 0.7133 0.0567  -0.147
H -1.0199 -2.2467 -0.0186  0.119
H -1.8996 -0.4863 -1.8016  0.116
H -0.0564 1.4745 -1.9283  0.140
H -0.1658 2.7313 0.2834  0.097
H -1.2523 1.4268 0.9688  0.117
H 1.7318 1.0960 0.0243  0.144
O 1.2118 -1.2842 1.3663  0.091